Entry 1:
The following is a DFT calculation (the ωB97M-V functional and the def2-TZVPD basis) of the ion C6H10BrN2 with charge +1 in a non-equilibrium geometry.

Cartesian coordinates (Å):
C 0.08478 1.21301 -1.72117
C 0.58561 0.03367 -1.82617
C -0.10817 1.06637 0.83374
C -0.24678 1.85916 -0.40173
C 0.59683 -0.97673 -0.30819
C 0.10475 -2.37266 -0.39054
N 0.00471 -0.27426 0.79540
N -0.31739 1.60719 2.06610
Br 2.66649 -1.04730 0.21755
H -0.11537 1.87924 -2.59428
H 0.93021 -0.35512 -2.72072
H 0.18395 2.95249 -0.34324
H -1.37599 1.95660 -0.39242
H 0.17534 -2.71939 0.58627
H 0.65265 -3.08301 -0.97398
H -0.81193 -2.35410 -0.85330
H -0.27148 -0.76997 1.67375
H -0.44676 2.60524 2.34991
H -0.24825 1.07693 2.91187

Atomic forces in eV per Å
C -0.58 2.90 0.55
C 0.25 -3.03 4.59
C 0.75 -0.64 1.48
C -1.37 2.04 -0.22
C -3.16 2.67 -2.27
C 1.73 0.73 -0.87
N -0.23 0.27 -1.27
N -0.29 1.75 0.46
Br 3.42 0.08 0.31
H 0.34 -0.78 0.62
H 0.58 -1.35 -1.34
H -0.73 -2.21 0.08
H 0.75 0.62 -0.29
H -0.72 -1.07 1.85
H 1.02 0.03 -0.54
H -2.70 -0.25 -0.38
H 0.60 0.20 -1.28
H 0.18 -1.24 -1.44
H 0.17 -0.70 -0.04

- frontier orbital gap (alpha / beta) (eV) = 6.23 / 6.37
- spin multiplicity = 3
- relative energy (zero: lowest compared OMol25 entry of this formula, charge and spin) (kcal per mole) = 30.1
- expectation value of S² = 2.0174
- energy (eV) = -79394.756
- charge = +1
- maximum force (eV Å⁻¹) = 5.5

=====

Entry 2:
The following is a DFT calculation (the ωB97M-V functional and the def2-TZVPD basis) of a cluster of 6 separate species, C33H93FN15O8P5 in total in a non-equilibrium geometry.

Cartesian coordinates (Å):
C 0.36854 10.99539 5.67698
N 0.58443 9.96742 4.56497
C 1.95962 9.63234 4.43601
P -0.69713 8.84292 4.36100
O -1.87928 8.92436 5.24115
N -1.20779 9.11981 2.75086
C -0.22040 9.67211 1.77277
C -2.44582 8.57085 2.24040
N 0.05394 7.25486 4.32653
C 0.13661 6.48046 5.58132
C 0.70985 6.72588 3.16080
H 1.07064 11.82796 5.63265
H 0.55005 10.59343 6.67377
H -0.60135 11.49267 5.68840
H 2.24498 8.86507 5.15571
H 2.59613 10.51375 4.35809
H 2.01543 9.14166 3.46431
H -0.75476 9.75602 0.82645
H 0.15820 10.63080 2.12727
H 0.58574 8.94293 1.69201
H -3.07790 9.44700 2.09574
H -2.31754 7.86156 1.42276
H -2.92571 8.03003 3.05606
H -0.86857 6.62004 5.97912
H 0.21666 5.49149 5.13008
H 1.00447 6.71827 6.19644
H 1.53260 7.35440 2.82000
H 0.00812 6.88036 2.34117
H 0.98960 5.68296 3.30969
C -5.96370 2.31771 -4.58589
N -7.11879 1.57372 -5.21237
C -7.41698 2.02632 -6.57675
P -7.40308 -0.09733 -4.79821
O -7.17822 -0.46454 -3.36856
N -8.98292 -0.62473 -5.26598
C -10.07138 -0.04091 -4.54625
C -9.09381 -2.05127 -5.50128
N -6.41990 -1.01815 -5.86919
C -5.27648 -1.90529 -5.49346
C -6.68256 -1.13703 -7.43102
H -5.17024 2.30891 -5.33318
H -5.60390 1.69072 -3.77009
H -6.08472 3.37126 -4.33393
H -8.02038 2.92469 -6.44661
H -8.08282 1.38683 -7.15625
H -6.60134 2.45159 -7.16156
H -10.27673 -0.50998 -3.58401
H -9.99643 1.04605 -4.51439
H -11.02079 -0.11445 -5.07663
H -8.81925 -2.33385 -6.51758
H -8.46807 -2.71114 -4.90034
H -10.12808 -2.38444 -5.41518
H -5.58503 -2.94817 -5.56626
H -4.47049 -1.67849 -6.19135
H -4.97268 -1.73273 -4.46098
H -7.55891 -0.59130 -7.78072
H -6.80539 -2.19283 -7.67248
H -5.88637 -0.87320 -8.12715
C 9.72154 -4.58418 1.92761
N 11.11261 -4.10613 1.78565
C 11.55776 -3.74988 0.40303
P 12.19566 -4.61538 3.02022
O 11.43818 -4.73896 4.29535
N 13.10879 -6.00721 2.54333
C 13.61918 -7.04234 3.48147
C 13.59165 -6.19534 1.13540
N 13.48173 -3.40926 3.18587
C 13.65097 -2.70790 4.42225
C 14.63596 -3.40029 2.24041
H 9.11501 -3.74332 1.59118
H 9.25692 -4.70571 2.90611
H 9.49640 -5.40042 1.24119
H 12.31088 -2.96342 0.35412
H 10.77688 -3.25791 -0.17690
H 12.02275 -4.58783 -0.11633
H 14.06364 -6.56825 4.35657
H 12.83420 -7.52948 4.05992
H 14.02657 -7.89120 2.93232
H 14.38954 -5.50083 0.87250
H 14.04503 -7.18601 1.10207
H 12.69295 -6.31411 0.53016
H 14.58750 -2.82823 4.96679
H 13.58088 -1.63560 4.23955
H 12.95606 -3.02724 5.19892
H 15.22266 -4.26885 2.53957
H 15.23551 -2.49059 2.27361
H 14.12105 -3.50046 1.28494
C -8.24889 -4.45924 1.84649
N -8.75336 -5.75798 1.40009
C -9.84139 -5.71365 0.48143
P -7.72710 -7.20534 1.40734
O -8.41965 -8.52384 1.24336
N -6.48525 -6.82735 0.27736
C -6.37271 -5.53770 -0.42353
C -5.35560 -7.75073 0.09815
N -6.91468 -7.15129 2.95035
C -5.79764 -6.21596 3.20888
C -7.44136 -7.75927 4.13521
H -8.45749 -4.32223 2.90754
H -8.80742 -3.60158 1.47159
H -7.17505 -4.47774 1.66044
H -10.52306 -4.88666 0.68022
H -10.35995 -6.65213 0.67757
H -9.60302 -5.81967 -0.57689
H -7.36315 -5.11446 -0.59083
H -5.72469 -4.84985 0.11963
H -5.81791 -5.62101 -1.35808
H -5.68767 -8.46400 -0.65623
H -4.53592 -7.19540 -0.35773
H -5.15848 -8.29439 1.02210
H -4.88641 -6.78649 3.38840
H -5.55684 -5.53586 2.39183
H -6.16150 -5.54982 3.99116
H -7.62562 -8.77185 3.77630
H -8.40853 -7.30490 4.35021
H -6.80966 -8.07924 4.96388
C -0.00641 1.64039 -1.29652
N 0.06164 1.24777 0.10962
C -1.17196 1.34482 0.88163
P 1.26290 0.06870 0.67686
O 1.55531 0.16410 2.12774
N 0.31043 -1.38121 0.26388
C -0.52042 -1.45122 -0.88646
C -0.00226 -2.36347 1.26471
N 2.59411 0.25576 -0.28367
C 3.46535 1.34994 -0.13497
C 3.26313 -1.07450 -0.48534
H 0.51603 0.95971 -1.96870
H 0.52771 2.55853 -1.54112
H -1.06808 1.71771 -1.53098
H -1.29907 2.37851 1.20324
H -1.04616 0.68597 1.74081
H -2.04355 1.14862 0.25716
H -1.30823 -0.71560 -0.72418
H 0.02856 -1.13291 -1.77268
H -0.85212 -2.48740 -0.95274
H -0.87987 -1.85110 1.65889
H -0.27665 -3.33591 0.85582
H 0.89427 -2.50974 1.86715
H 3.71811 1.60328 -1.16454
H 2.94054 2.22596 0.24618
H 4.42005 1.15481 0.35348
H 4.34077 -1.09692 -0.64751
H 2.91754 -1.28837 -1.49673
H 3.14877 -1.81880 0.30271
O 2.47232 6.67267 -3.56190
C 2.58393 6.95763 -4.74429
O 3.24136 8.09536 -5.12843
C 3.61599 8.03040 -6.49466
C 2.88520 6.79060 -6.94891
F 3.70305 6.01474 -7.74382
O 2.46792 6.16176 -5.74719
H 3.35736 8.89215 -7.10995
H 4.67896 7.84236 -6.34349
H 2.04509 7.00614 -7.60912

Atomic forces in eV per Å
C 0.08 -0.31 -0.34
N -2.54 2.02 2.24
C -0.10 -1.40 -1.34
P 0.56 -1.27 -2.29
O 0.86 0.00 0.50
N 2.25 0.26 0.96
C -1.15 -0.85 0.92
C -0.06 0.35 1.41
N -0.65 2.29 1.05
C -0.73 0.25 -2.18
C -0.67 1.22 -0.68
H 0.36 -0.17 -0.72
H -0.20 -0.46 0.04
H -0.21 -0.60 -0.33
H 0.63 0.32 0.36
H -0.04 -0.08 0.48
H 0.60 -0.05 -0.09
H 0.29 0.18 -0.07
H -0.02 -0.06 -0.23
H 0.29 0.30 -0.52
H -0.45 -0.38 -0.96
H -0.06 0.36 -0.34
H -0.01 -0.11 0.02
H 0.46 -0.26 1.02
H 0.06 -0.50 1.05
H -0.24 0.00 0.33
H 0.78 -0.45 0.27
H -0.13 -0.80 -0.35
H 0.01 0.17 -0.21
C -0.14 -1.89 -0.98
N -0.25 -0.96 0.40
C -1.25 1.32 0.69
P 0.67 -0.99 -0.56
O 0.60 0.93 -1.08
N 1.74 1.09 -0.56
C -1.32 0.62 -0.07
C 0.01 -0.86 -0.79
N -0.17 0.04 -2.30
C -1.29 0.94 0.07
C -0.06 -0.28 1.89
H 0.28 -0.01 -0.11
H -0.14 0.47 0.33
H -0.83 -0.21 0.26
H -0.35 0.28 -0.03
H 0.46 -0.37 0.17
H 0.66 -0.89 0.01
H 0.39 0.29 0.39
H 0.57 -0.02 0.62
H -0.03 -0.54 -0.51
H 0.03 0.32 -0.22
H -0.02 0.28 0.62
H -0.06 0.26 0.31
H 0.12 -0.18 -0.19
H 0.20 -0.22 0.19
H -0.01 0.19 -0.11
H -0.06 -0.10 0.53
H -0.40 -0.20 0.32
H 0.66 0.66 0.74
C -0.55 1.25 -1.22
N 1.45 -0.49 0.63
C 0.11 0.16 0.70
P 1.57 0.88 0.45
O 0.77 -0.36 -0.92
N -0.36 -0.12 -0.72
C -2.01 0.89 0.94
C -0.77 -0.95 1.62
N -1.07 -1.01 -0.67
C -0.22 0.64 0.85
C -1.89 -0.68 1.07
H -0.14 0.14 -0.51
H 1.22 -0.53 0.30
H 0.03 -0.36 0.25
H 0.25 0.05 0.83
H -0.51 -0.63 0.13
H -0.57 -0.02 -0.29
H 1.52 -0.19 -0.46
H -0.95 -0.03 -0.44
H 0.92 0.62 0.27
H -0.56 0.16 -0.55
H 0.08 0.03 -0.01
H 0.48 0.63 -0.64
H 0.71 -0.50 -0.56
H -0.27 0.25 0.25
H -0.55 0.16 -0.46
H 0.57 0.01 -0.67
H -0.29 0.07 0.16
H 1.01 -0.07 -0.35
C 0.24 -0.84 0.94
N 1.45 -1.11 0.04
C -1.10 -1.81 -0.09
P 0.65 1.14 1.20
O 0.56 1.89 -0.04
N -1.01 0.31 0.92
C 0.17 -0.47 0.39
C -1.39 0.00 -0.65
N 1.46 1.37 -2.26
C -0.98 -0.04 -0.61
C -1.46 -2.13 -1.39
H 0.45 -0.33 0.44
H 0.36 -0.24 -1.01
H -0.17 1.06 0.16
H 0.17 0.00 -0.08
H -0.70 0.07 -0.16
H 0.34 0.68 -0.32
H 0.30 0.11 -0.08
H -0.20 0.37 0.42
H -0.47 -0.53 -0.34
H 0.32 -0.42 -0.01
H 0.32 -0.14 0.61
H 0.46 0.21 -0.06
H 0.04 0.21 0.65
H -0.22 -0.30 -0.36
H 0.73 -0.09 0.55
H -0.97 -0.31 0.11
H 0.13 -0.05 0.95
H 0.53 1.41 0.08
C 0.46 0.03 0.31
N 2.41 -1.03 -0.05
C 0.99 0.55 -0.21
P -4.06 0.06 0.03
O -0.42 -0.34 -0.62
N 4.09 1.23 -0.08
C 0.20 0.96 -0.07
C 0.12 0.88 0.06
N -0.55 -3.05 0.72
C 0.60 1.74 -1.25
C 0.02 0.52 -1.56
H -0.37 -0.55 0.07
H -0.35 0.61 0.40
H 0.12 0.08 -0.50
H -0.05 0.04 0.43
H -0.56 0.09 0.07
H -0.13 -0.58 0.09
H -0.82 -0.37 -0.56
H -0.13 -0.31 -0.26
H -0.33 0.29 -0.47
H -0.18 -1.18 1.69
H 0.02 0.06 -0.29
H -0.62 0.17 0.76
H 0.47 0.50 -0.13
H 0.18 -0.09 0.37
H -0.30 -0.10 0.58
H 0.24 1.18 0.36
H -0.28 -1.41 0.31
H -0.77 0.04 -0.21
O -0.88 0.59 -2.63
C 2.88 1.17 4.74
O -1.62 1.02 0.69
C 0.47 -0.80 1.00
C 0.10 0.15 -1.39
F -0.22 -0.24 1.03
O -0.78 -2.01 -3.01
H 0.15 0.13 0.46
H 0.25 0.12 -1.32
H -0.36 -0.13 0.41

- frontier orbital gap (eV) = 8.37
- structure (SMILES) = CN(C)P(=O)(N(C)C)N(C)C.CN(C)P(=O)(N(C)C)N(C)C.CN(C)P(=O)(N(C)C)N(C)C.CN(C)P(=O)(N(C)C)N(C)C.CN(C)P(=O)(N(C)C)N(C)C.O=C1OC[C@@H](F)O1
- spin multiplicity = 1
- relative energy (zero: lowest compared OMol25 entry of this formula, charge and spin) (kcal per mole) = 217.2
- energy (eV) = -123621.046
- maximum force (eV Å⁻¹) = 5.7

=====

Entry 3:
The following is a DFT calculation (the ωB97M-V functional and the def2-TZVPD basis) of a structure of composition C52H48MnN6OPS4Sb in a non-equilibrium geometry.

Cartesian coordinates (Å):
Mn -0.74356 -0.33048 -1.18181
C 3.29743 2.42180 1.53754
N 2.69492 1.86315 0.36556
C 1.65746 0.96343 0.38054
N 1.29139 0.66044 -0.85876
C 2.05591 1.40362 -1.69944
C 2.95518 2.16676 -0.95324
C 3.92833 3.12573 -1.41847
C 5.20619 3.24624 -0.85189
C 6.11217 4.16468 -1.33893
C 5.78877 4.97922 -2.41497
C 4.53118 4.85851 -2.99624
C 3.61240 3.96369 -2.50391
C 2.00450 1.39617 -3.16711
C 3.20306 1.36247 -3.87952
C 3.21050 1.44033 -5.25847
C 2.01697 1.51852 -5.95966
C 0.81965 1.52633 -5.26995
C 0.81144 1.47745 -3.88478
P 1.19641 0.20231 1.98355
C -0.60718 0.45755 2.02987
N -1.51797 0.10477 1.13241
C -2.73068 0.35602 1.68094
C -2.57215 0.84725 2.97929
N -1.20978 0.88754 3.19383
C -0.52593 1.11781 4.42945
C -3.59654 1.27918 3.89164
C -4.84201 0.61992 3.89492
C -5.87865 1.07597 4.67179
C -5.71876 2.19367 5.48609
C -4.49341 2.84977 5.49950
C -3.44850 2.40772 4.71836
C -3.99043 0.36641 0.92766
C -4.44056 -0.71561 0.17979
C -5.56290 -0.59052 -0.62182
C -6.27415 0.59597 -0.65361
C -5.88237 1.64977 0.15549
C -4.75190 1.53654 0.93859
C 1.21145 -1.51179 1.46680
N 0.74717 -1.98956 0.31766
C 1.02032 -3.31476 0.31905
C 1.66806 -3.67767 1.50112
N 1.77216 -2.50887 2.23134
C 2.41657 -2.31128 3.49121
C 2.25024 -4.93644 1.89678
C 2.83905 -5.77333 0.93112
C 3.43468 -6.95970 1.28968
C 3.48617 -7.35947 2.62140
C 2.88403 -6.56126 3.58382
C 2.26724 -5.37867 3.23236
C 0.64172 -4.19792 -0.77792
C 0.88105 -3.79675 -2.08636
C 0.49872 -4.59890 -3.14506
C -0.08969 -5.82859 -2.89963
C -0.28609 -6.25632 -1.59584
C 0.06928 -5.44437 -0.53545
H 2.53139 2.55137 2.30672
H 4.07361 1.75430 1.93354
H 3.73904 3.39027 1.30400
H 5.50000 2.59101 -0.04390
H 7.08844 4.24629 -0.88093
H 6.50084 5.69760 -2.79576
H 4.26876 5.48062 -3.84096
H 2.63085 3.89893 -2.94840
H 4.13982 1.28146 -3.34400
H 4.15567 1.43346 -5.78551
H 2.02526 1.56869 -7.04018
H -0.11914 1.54572 -5.80304
H -0.13561 1.52037 -3.36748
H -1.21887 0.97144 5.25740
H 0.29982 0.40258 4.52039
H -0.10568 2.12865 4.48529
H -4.97355 -0.25225 3.27295
H -6.83018 0.56202 4.65438
H -6.54151 2.55662 6.08832
H -4.36706 3.72711 6.12268
H -2.52382 2.96649 4.70912
H -3.89500 -1.64503 0.20294
H -5.86749 -1.42268 -1.23983
H -7.13354 0.70245 -1.30175
H -6.44127 2.57707 0.15600
H -4.44146 2.36781 1.55510
H 3.26986 -2.98386 3.58318
H 2.76463 -1.27781 3.55093
H 1.72811 -2.49065 4.32351
H 2.81778 -5.47066 -0.10491
H 3.86991 -7.59125 0.52700
H 3.98307 -8.27654 2.90327
H 2.88350 -6.87692 4.62106
H 1.75583 -4.81124 3.99603
H 1.36251 -2.84485 -2.25491
H 0.63816 -4.25193 -4.15904
H -0.40387 -6.44833 -3.72565
H -0.73077 -7.22379 -1.39954
H -0.09379 -5.76677 0.48537
S -2.63444 0.11001 -5.77024
Sb -2.08247 -1.74377 -4.45546
S -2.04799 -1.90256 -1.28843
S -0.07554 -1.04392 -3.19259
S -1.24759 -3.24772 -6.04044
C -0.52321 3.65467 -1.92090
C -1.56591 2.72776 -1.23917
C -1.62789 3.17509 0.24294
C -2.93803 2.97009 -1.89915
O -1.23987 1.40208 -1.34476
H -0.74094 4.69798 -1.68539
H -0.54375 3.53949 -3.00069
H 0.48102 3.41945 -1.56940
H -1.82403 4.24522 0.30857
H -0.68380 2.96128 0.74545
H -2.41711 2.64479 0.76031
H -3.27495 3.99077 -1.72386
H -3.66588 2.27470 -1.48496
H -2.87042 2.79230 -2.97155

Atomic forces in eV per Å
Mn 1.23 -0.39 0.43
C 0.26 0.25 0.51
N -0.50 -0.20 -0.49
C 0.56 -0.04 -0.27
N 0.29 0.17 0.91
C 0.56 0.28 0.29
C -0.85 -0.76 0.07
C 0.75 0.83 -0.20
C -0.55 -0.28 -0.09
C 0.32 0.39 -0.19
C -0.11 -0.17 0.11
C 0.31 0.31 -0.08
C -0.22 -0.23 0.50
C 0.06 0.09 -0.43
C -0.06 -0.17 0.10
C 0.34 -0.05 -0.07
C -0.10 0.06 0.05
C 0.15 0.24 -0.31
C -0.21 0.14 0.27
P -0.46 0.33 -0.85
C -0.78 -0.47 0.38
N 1.12 0.34 0.55
C 0.03 0.38 0.72
C 0.66 -0.62 -1.02
N -0.24 -0.05 -0.85
C 0.36 0.05 0.56
C -0.79 0.46 0.79
C 0.68 -0.02 0.03
C -0.30 0.23 0.38
C 0.19 0.01 -0.13
C -0.52 0.10 0.38
C 0.17 -0.48 -0.50
C -0.38 0.07 -0.18
C 0.09 -0.15 0.20
C -0.22 0.03 -0.03
C -0.07 -0.10 -0.01
C -0.16 0.22 0.07
C 0.11 -0.09 -0.06
C 0.06 -0.98 -0.45
N 0.58 0.53 0.85
C 0.16 -0.35 0.60
C -0.50 0.89 -0.53
N -0.35 0.18 -0.73
C 0.28 0.10 0.51
C 0.45 -0.97 0.48
C -0.14 0.51 0.14
C 0.18 -0.37 0.21
C -0.12 0.20 -0.02
C 0.22 -0.42 0.11
C -0.22 0.30 -0.49
C -0.04 -0.30 -0.36
C 0.27 -0.05 0.38
C 0.14 -0.09 -0.15
C 0.05 0.07 -0.05
C -0.06 -0.16 0.16
C 0.00 0.15 0.06
H 0.21 0.06 -0.10
H -0.05 0.17 -0.01
H -0.06 -0.07 0.02
H 0.00 -0.06 0.05
H 0.08 -0.02 0.03
H 0.07 0.02 -0.03
H -0.05 0.03 -0.03
H -0.06 -0.04 -0.03
H 0.07 -0.05 0.02
H 0.07 -0.05 -0.05
H -0.02 -0.04 -0.07
H -0.16 -0.06 0.04
H 0.13 0.00 0.03
H 0.06 0.02 -0.02
H -0.20 0.20 0.11
H -0.09 -0.09 0.02
H 0.00 -0.03 -0.07
H -0.03 -0.05 -0.04
H 0.00 0.00 0.02
H 0.03 0.02 -0.02
H 0.10 0.01 -0.05
H 0.07 0.04 -0.03
H 0.03 -0.06 -0.05
H -0.05 -0.01 -0.05
H -0.02 0.03 -0.02
H 0.05 0.13 -0.03
H -0.05 0.07 0.03
H 0.00 -0.15 0.04
H 0.10 -0.02 0.01
H -0.01 0.03 -0.06
H 0.04 0.02 -0.07
H -0.01 -0.09 0.00
H 0.00 0.02 -0.01
H -0.01 0.09 0.02
H -0.11 -0.07 -0.11
H -0.10 0.06 -0.07
H -0.05 -0.04 -0.13
H -0.07 -0.04 -0.01
H -0.11 -0.02 0.04
S -0.26 0.18 0.37
Sb 0.89 0.41 -0.31
S -2.33 -2.82 -0.12
S 0.09 -0.69 -1.60
S -0.07 -0.35 0.27
C -0.31 -0.12 0.10
C -0.07 0.26 -0.02
C -0.07 -0.03 -0.29
C 0.31 -0.05 0.16
O -0.67 2.90 -0.27
H 0.00 0.13 0.00
H -0.01 0.00 -0.10
H 0.08 0.00 0.09
H -0.05 0.17 0.08
H 0.19 -0.02 0.00
H -0.10 -0.05 0.10
H -0.16 0.25 -0.02
H -0.01 -0.03 0.01
H 0.02 -0.09 -0.07

- frontier orbital gap (alpha / beta) (eV) = 3.44 / 3.59
- spin multiplicity = 6
- relative energy (zero: lowest compared OMol25 entry of this formula, charge and spin) (kcal per mole) = 53.7
- expectation value of S² = 9.0683
- energy (eV) = -156181.584
- charge = -2
- maximum force (eV Å⁻¹) = 3.7